Entry 1:
Entry from the OMol25 dataset: an isolated molecule of C2H5NO (ωB97M-V/def2-TZVPD).

Geometry as XYZ:
```
9
C2H5NO | the OMol25 dataset | ωB97M-V/def2-TZVPD
C -0.34879 1.03694 -0.23797
C 0.17772 -1.29522 0.51191
H -0.33593 1.53999 0.73660
H -1.37084 0.85058 -0.57463
H 0.03986 1.74732 -0.98025
H 1.28938 -0.20265 -0.78311
H -0.80986 -1.23318 0.99865
N 0.43379 -0.20592 -0.26321
O 0.92468 -2.23786 0.59201
```

Energy above the lowest of the compared OMol25 structures with the same formula, charge and spin ... 0.618 eV
Energy ... -5692.6115 eV
Molar mass ... 59.07 g/mol
LUMO energy ... 0.94 eV
Structure (SMILES) ... CNC=O

Löwdin atomic charge list, values in e, 2 entries: atom 1 (C): -0.093, atom 2 (C): -0.390

Entry 2:
Entry from the OMol25 dataset: a cluster of 2 separate species, C2H5NO in total (ωB97M-V/def2-TZVPD).

Geometry as XYZ:
```
9
C2H5NO | the OMol25 dataset | ωB97M-V/def2-TZVPD
C 1.16836 -0.19644 -0.13104
C -0.98947 -0.12963 -0.40254
N -2.13707 -0.19822 0.22360
O 1.61397 0.62955 0.76361
H 1.27645 -1.16761 0.08759
H -1.10865 0.17345 -1.42727
H 1.07347 1.41491 0.84281
H 0.95115 0.08962 -1.11171
H -1.84821 -0.61563 1.15496
```

Energy above the lowest of the compared OMol25 structures with the same formula, charge and spin ... 2.114 eV
Energy ... -5685.5697 eV
Molar mass ... 59.07 g/mol
LUMO energy (alpha / beta) ... 0.70 / -1.50 eV
<S²> ... 2.01
2S+1 ... 3

Löwdin atomic charge list, values in e, 2 entries: atom 1 (C): -0.224, atom 2 (C): -0.100

Entry 3:
Entry from the OMol25 dataset: a structure of composition C2H5NO (ωB97M-V/def2-TZVPD).

Geometry as XYZ:
```
9
C2H5NO | the OMol25 dataset | ωB97M-V/def2-TZVPD
C 0.43142 -1.37738 -0.14262
C 0.05469 1.30217 0.16373
N -0.50692 -0.49250 -0.22233
O -1.69864 -0.47248 -0.46521
H 0.11378 -2.41210 -0.23115
H 1.39010 -1.02941 0.12411
H -0.96546 1.83032 0.10276
H 0.85360 1.58746 -0.51826
H 0.32742 1.06391 1.18896
```

Energy above the lowest of the compared OMol25 structures with the same formula, charge and spin ... 2.491 eV
Energy ... -5685.1926 eV
Molar mass ... 59.07 g/mol
LUMO energy (alpha / beta) ... 1.04 / -1.93 eV
<S²> ... 2.02
2S+1 ... 3

Löwdin atomic charge list, values in e, 2 entries: atom 1 (C): 0.037, atom 2 (C): -0.043

Entry 4:
Entry from the OMol25 dataset: the ion C2H5NO with charge +1 (ωB97M-V/def2-TZVPD).

Geometry as XYZ:
```
9
C2H5NO | the OMol25 dataset | ωB97M-V/def2-TZVPD
C 0.52348 1.25619 -0.43316
N 0.45775 -0.05066 0.17135
C -0.66287 -0.91971 0.19861
O 1.59280 1.77466 -0.46425
H -0.40824 1.63416 -0.85724
H 1.34561 -0.29456 0.62505
H -0.35577 -1.94645 0.01032
H -1.42973 -0.57204 -0.48263
H -1.06303 -0.88158 1.23195
```

Energy above the lowest of the compared OMol25 structures with the same formula, charge and spin ... 0.553 eV
Energy ... -5682.9279 eV
Molar mass ... 59.07 g/mol
Charge ... +1
LUMO energy (alpha / beta) ... -4.54 / -9.46 eV
<S²> ... 0.77
2S+1 ... 2

Löwdin atomic charge list, values in e, 2 entries: atom 1 (C): -0.177, atom 2 (N): 0.176

Entry 5:
Entry from the OMol25 dataset: a structure of composition C2H5NO2 (ωB97M-V/def2-TZVPD).

Geometry as XYZ:
```
10
C2H5NO2 | the OMol25 dataset | ωB97M-V/def2-TZVPD
C -0.07855 0.64439 0.23757
C 0.85877 -0.96242 -1.30144
O -1.37795 1.06376 0.20503
O 0.67447 1.38068 1.07916
N 0.47740 0.11970 -0.80832
H -1.88803 0.51873 -0.40560
H 0.08802 1.93809 1.60659
H 0.16836 -2.02089 0.49491
H 1.28317 -0.83864 -2.30551
H -0.20565 -1.84340 1.19761
```

Energy above the lowest of the compared OMol25 structures with the same formula, charge and spin ... 4.624 eV
Energy ... -7736.1273 eV
Molar mass ... 75.07 g/mol
LUMO energy ... 0.40 eV

Löwdin atomic charge list, values in e, 2 entries: atom 1 (C): -0.508, atom 2 (C): -0.023

Entry 6:
Entry from the OMol25 dataset: an isolated molecule of C2H5NO2 (ωB97M-V/def2-TZVPD).

Geometry as XYZ:
```
10
C2H5NO2 | the OMol25 dataset | ωB97M-V/def2-TZVPD
C -1.25737 0.96030 0.55476
C 1.59516 -0.86690 -0.65001
N 0.45174 -0.60332 -0.17121
O -0.27995 -1.38940 0.32643
O -0.04284 0.73828 -0.14856
H -1.54259 0.01301 1.10419
H -1.18530 1.99402 0.89159
H -1.92031 1.01886 -0.38466
H 2.26424 -0.03813 -0.99751
H 1.91721 -1.82672 -0.52502
```

Energy above the lowest of the compared OMol25 structures with the same formula, charge and spin ... 5.378 eV
Energy ... -7735.3733 eV
Molar mass ... 75.07 g/mol
LUMO energy ... 1.07 eV
Structure (SMILES) ... C=[N+]([O-])OC

Löwdin atomic charge list, values in e, 2 entries: atom 1 (C): -0.064, atom 2 (C): 0.075

Entry 7:
Entry from the OMol25 dataset: an isolated molecule of C2H5NO2 (ωB97M-V/def2-TZVPD).

Geometry as XYZ:
```
10
C2H5NO2 | the OMol25 dataset | ωB97M-V/def2-TZVPD
C -0.00768 -0.68746 0.13510
C -1.26245 0.10997 0.04639
H 1.95682 -0.20118 -0.88090
H 1.53627 0.53572 0.77820
H 0.14365 -1.08059 1.19985
H 0.05426 -1.43225 -0.65081
H -0.19975 1.71164 -0.31964
N 1.31214 0.18013 -0.17370
O -1.13309 1.32405 0.03181
O -2.40016 -0.46003 -0.16630
```

Energy above the lowest of the compared OMol25 structures with the same formula, charge and spin ... 1.979 eV
Energy ... -7738.7727 eV
Molar mass ... 75.07 g/mol
LUMO energy ... 0.49 eV
Structure (SMILES) ... NCC(=O)O

Löwdin atomic charge list, values in e, 2 entries: atom 1 (C): -0.105, atom 2 (C): -0.619

Entry 8:
Entry from the OMol25 dataset: an isolated molecule of C2H5NO2 (ωB97M-V/def2-TZVPD).

Geometry as XYZ:
```
10
C2H5NO2 | the OMol25 dataset | ωB97M-V/def2-TZVPD
O -0.18928 0.75300 -2.01450
C 0.10132 -0.36186 -1.56382
N 0.34234 -0.54893 -0.15608
C -0.31927 0.15533 0.82533
O 0.21537 0.99994 1.79022
H 0.12395 -1.36632 -2.15000
H 0.86168 -1.32090 0.23658
H -1.09034 0.70571 0.29298
H -0.85451 -0.68870 1.36502
H 0.80874 1.67273 1.37426
```

Energy above the lowest of the compared OMol25 structures with the same formula, charge and spin ... 1.576 eV
Energy ... -7739.1754 eV
Molar mass ... 75.07 g/mol
LUMO energy ... 0.77 eV
Structure (SMILES) ... O=CNCO

Löwdin atomic charge list, values in e, 2 entries: atom 1 (O): 0.007, atom 2 (C): -0.269

Entry 9:
Entry from the OMol25 dataset: an isolated molecule of C2H5NO2 (ωB97M-V/def2-TZVPD).

Geometry as XYZ:
```
10
C2H5NO2 | the OMol25 dataset | ωB97M-V/def2-TZVPD
C 0.52768 2.15000 -0.15802
C -0.62728 -1.17381 -0.01295
N -0.03522 -0.22573 0.87758
O -0.11685 0.98499 0.02666
O 0.28003 -2.22648 -0.25057
H 0.24566 2.76500 -1.01493
H 1.24390 2.37906 0.54003
H -0.97344 -0.66108 -1.00174
H -1.51225 -1.68877 0.45364
H 0.96776 -2.30318 0.54030
```

Energy above the lowest of the compared OMol25 structures with the same formula, charge and spin ... 6.594 eV
Energy ... -7734.1570 eV
Molar mass ... 75.07 g/mol
LUMO energy (alpha / beta) ... -0.64 / 0.00 eV

Löwdin atomic charge list, values in e, 2 entries: atom 1 (C): 0.068, atom 2 (C): -0.381

Entry 10:
Entry from the OMol25 dataset: an isolated molecule of C2H5NO2 (ωB97M-V/def2-TZVPD).

Geometry as XYZ:
```
10
C2H5NO2 | the OMol25 dataset | ωB97M-V/def2-TZVPD
C -0.57197 -0.00214 -0.00057
C 0.82414 -0.58874 0.09535
N -1.65023 -0.57270 -0.65924
O -1.63376 -0.45616 0.75576
O -0.58178 1.68429 -0.09000
H 1.09712 -1.50764 -0.54617
H 1.18495 -1.02975 1.05377
H 1.66031 0.13364 -0.19323
H -2.25747 0.20674 -1.21249
H -0.54082 1.82871 0.83112
```

Energy above the lowest of the compared OMol25 structures with the same formula, charge and spin ... 4.627 eV
Energy ... -7736.1243 eV
Molar mass ... 75.07 g/mol
LUMO energy ... 0.88 eV
Structure (SMILES) ... C[C@@]1(O)NO1

Löwdin atomic charge list, values in e, 2 entries: atom 1 (C): -0.484, atom 2 (C): -0.016